Record 1
This record from the OMol25 dataset describes a 2-piece molecular cluster, C4H7FOS2 overall at a distorted geometry. The level of theory is the ωB97M-V functional and the def2-TZVPD basis.

```
15
Properties=species:S:1:pos:R:3:mulliken_charge:R:1
S -2.271 -1.031 -0.248 -0.31
S 0.531 -1.744 0.962 -0.20
F 2.814 -0.351 0.257 -0.33
O -1.109 1.323 1.389 -0.64
C 1.788 -0.056 -0.846 -0.28
C -0.289 0.998 0.209 0.10
C 0.459 -0.290 -0.070 0.41
C -0.815 -0.077 -0.612 -0.37
H -2.648 -0.609 0.931 0.18
H 1.649 -0.931 -1.681 0.24
H 0.106 1.556 2.520 0.31
H -0.814 -2.067 0.713 0.16
H -1.184 0.477 -1.741 0.22
H 1.824 0.942 -1.302 0.28
H -0.041 1.860 -0.480 0.23
```

Properties
energy relative to the best compared isomer or geometry (same formula, charge and spin): 148.0 kcal/mol
frontier orbital gap: 7.5348 eV
HOMO level: -8.953 eV
spin multiplicity: 1

Record 2
This record from the OMol25 dataset describes C10H20ClIMnN2OPSe as an isolated structure at a distorted geometry. The level of theory is the ωB97M-V functional and the def2-TZVPD basis.

```
38
Properties=species:S:1:pos:R:3:mulliken_spin:R:1
I -3.031 0.268 1.571 -0.08
Se 0.825 1.092 2.036 0.11
Mn -0.821 0.278 0.606 3.42
Cl -0.506 1.747 -1.018 -0.19
P -1.761 -0.980 -1.400 -0.20
O -0.534 -2.431 1.755 0.03
N 3.184 -0.389 1.188 -0.01
N 3.186 1.619 0.375 0.00
C -3.106 0.027 -2.118 0.00
C -0.667 -1.339 -2.819 -0.02
C 2.825 -1.596 1.896 -0.01
C 4.368 -0.234 0.493 0.00
C 2.446 0.757 1.133 0.02
C -2.588 -2.581 -1.138 -0.02
C 2.840 2.985 0.050 -0.01
C 4.371 1.018 -0.019 -0.01
C -4.212 2.040 2.361 0.03
C -0.518 -1.575 0.954 -0.07
H -3.290 -2.510 -0.306 0.00
H -5.234 1.664 2.269 0.00
H 3.624 -1.853 2.596 0.00
H 1.892 -1.432 2.433 0.01
H -3.120 -2.866 -2.051 -0.01
H -1.837 -3.337 -0.896 0.00
H -3.937 2.132 3.412 0.00
H -0.150 -0.424 -3.127 0.00
H 1.906 3.235 0.559 0.00
H 0.079 -2.092 -2.535 0.00
H -2.676 0.961 -2.490 0.00
H 3.654 3.642 0.373 0.00
H 2.699 -2.415 1.185 0.00
H 5.090 1.543 -0.612 0.00
H -1.275 -1.727 -3.648 -0.01
H 5.079 -1.026 0.437 0.00
H -3.568 -0.532 -2.941 -0.01
H -3.855 0.270 -1.356 0.00
H -4.090 2.980 1.824 0.00
H 2.711 3.081 -1.032 0.00
```

Properties
total charge: +3
frontier orbital gap (spin up / spin down): 3.6384 / 5.5428 eV
HOMO level (spin up / spin down): -18.395 / -18.624 eV
spin multiplicity: 4

Record 3
This record from the OMol25 dataset describes a 9-piece molecular cluster, C29H73N3O9 overall at a distorted geometry. The level of theory is the ωB97M-V functional and the def2-TZVPD basis.

```
114
Properties=species:S:1:pos:R:3:mulliken_charge:R:1
O 2.885 5.154 3.320 -0.64
O 5.135 -0.388 4.896 -0.63
O -3.930 1.303 -1.423 -0.44
O -4.024 1.488 8.267 -0.43
O 7.405 -2.672 -4.384 -0.45
O 7.949 0.349 -0.412 -0.48
O 4.899 3.427 -1.441 -0.61
O 3.059 1.632 1.339 -0.62
O 2.163 -2.197 1.536 -0.48
N 6.259 -3.415 -4.810 0.14
N -4.503 1.193 6.971 -0.11
N -4.127 2.090 -2.584 0.24
C 8.234 -0.088 0.896 -0.53
C -6.862 1.277 7.525 -1.99
C -5.576 2.523 -2.816 1.68
C -5.686 -0.877 7.974 -1.73
C -5.762 0.322 7.048 1.89
C 4.464 -2.286 -3.421 -1.95
C -2.917 2.922 -2.938 1.64
C 3.834 -3.591 -5.478 -0.98
C -6.228 -0.172 5.583 -1.23
C 5.106 -1.382 -5.521 -1.82
C -5.148 -0.495 4.526 -0.63
C -3.984 0.443 4.645 -1.27
C -4.501 4.369 -4.316 -0.66
C 6.292 -4.905 -2.920 -1.74
C -6.164 3.451 -1.669 -1.77
C 4.963 -2.745 -4.777 1.39
C -3.145 3.686 -4.281 -1.15
C -5.557 3.328 -4.112 -1.29
C 7.722 -5.412 -5.037 -1.86
C -1.635 2.047 -3.123 -1.89
C -2.649 -0.498 6.544 -1.69
C -6.556 1.333 -2.924 -2.01
C 3.917 -5.072 -5.012 -0.85
C 0.833 -2.517 0.998 -0.53
C -2.374 1.946 5.835 -1.92
C 6.411 -4.843 -4.475 1.64
C -2.669 3.887 -1.807 -1.80
C 5.368 -5.649 -5.204 -1.17
C -3.372 0.763 6.074 1.64
H 5.152 3.691 -2.325 0.30
H -5.606 -0.600 9.025 0.41
H -5.619 -0.442 3.544 0.37
H 4.201 -0.776 -5.572 0.40
H -3.104 -1.465 6.330 0.36
H -4.793 -1.482 7.813 0.39
H -5.802 3.207 -0.670 0.36
H 4.451 -0.161 4.266 0.32
H 5.280 -1.657 -6.561 0.45
H 3.592 -1.656 -3.598 0.48
H -4.638 4.854 -5.282 0.37
H 5.360 -1.295 4.689 0.32
H 4.038 -3.576 -6.548 0.38
H 7.103 0.802 -0.402 0.30
H -4.879 -1.549 4.600 0.35
H -6.597 0.728 -2.018 0.39
H -1.103 1.944 -2.177 0.37
H -3.092 0.164 4.085 0.46
H -6.901 2.148 6.870 0.46
H -5.662 2.678 -4.981 0.40
H 5.118 -1.665 -2.809 0.45
H 0.444 -1.860 0.220 0.24
H 9.281 0.071 1.153 0.24
H 7.071 -2.380 -3.532 0.38
H 3.198 -5.697 -5.543 0.44
H -1.714 -0.636 6.001 0.43
H 8.622 -5.201 -4.460 0.36
H -1.692 1.730 5.013 0.36
H -7.842 0.801 7.536 0.42
H 7.707 0.407 1.712 0.25
H 7.127 -4.432 -2.403 0.40
H 5.477 -5.768 -6.281 0.38
H -7.574 1.603 -3.206 0.41
H -4.671 5.081 -3.508 0.27
H 0.112 -2.600 1.811 0.25
H 2.759 2.368 1.872 0.32
H -0.953 2.434 -3.881 0.39
H 6.380 -5.947 -2.614 0.43
H -3.718 0.619 8.539 0.37
H -4.319 1.381 4.203 0.34
H 5.918 -0.734 -5.191 0.34
H 3.395 2.036 0.539 0.31
H 5.195 4.146 -0.882 0.32
H 4.038 -3.004 -2.720 0.40
H 2.218 -1.249 1.393 0.29
H -1.885 1.096 -3.595 0.45
H 8.016 -1.155 0.936 0.22
H -6.965 0.484 5.120 0.45
H 2.024 5.570 3.375 0.32
H -2.354 -0.557 7.592 0.34
H -2.469 4.533 -4.402 0.42
H 7.688 -6.500 -4.971 0.40
H 5.363 -4.542 -2.481 0.27
H -3.828 0.405 -1.747 0.32
H -6.031 4.531 -1.729 0.33
H -6.739 1.668 8.535 0.35
H 1.004 -3.481 0.517 0.22
H -6.517 3.841 -4.069 0.43
H -2.761 3.537 -0.779 0.38
H -6.841 -1.059 5.740 0.34
H 5.285 -6.641 -4.761 0.45
H 3.375 5.699 2.704 0.32
H -7.235 3.292 -1.547 0.48
H -3.028 3.045 -5.154 0.42
H 7.707 -5.187 -6.103 0.45
H 3.628 -5.257 -3.978 0.36
H -3.015 2.794 5.594 0.47
H -6.515 -1.585 7.957 0.41
H -1.838 2.223 6.743 0.39
H 2.810 -3.244 -5.338 0.44
H -6.192 0.599 -3.644 0.47
H -1.734 4.447 -1.845 0.42
H -3.439 4.658 -1.807 0.37
```

Properties
energy relative to the best compared isomer or geometry (same formula, charge and spin): 86.0 kcal/mol
frontier orbital gap: 7.8709 eV
HOMO level: -7.980 eV
spin multiplicity: 1

Record 4
This record from the OMol25 dataset describes C5H8N2O as an isolated structure at a distorted geometry. The level of theory is the ωB97M-V functional and the def2-TZVPD basis.

```
16
Properties=species:S:1:pos:R:3:mulliken_charge:R:1
O -1.564 -1.209 0.524 -0.51
N -1.111 3.514 0.801 -0.50
N 1.158 -0.363 -0.690 -0.25
C 1.440 -1.823 -0.231 -0.64
C -0.723 2.741 -0.054 0.34
C -0.972 0.043 0.859 -0.61
C -0.266 1.644 -0.975 -0.93
C 0.121 0.470 -0.288 0.69
H 1.447 -1.885 1.255 0.22
H 0.305 1.739 -1.876 0.37
H 2.773 -2.138 -0.851 0.26
H 1.980 0.235 -1.145 0.29
H 0.378 -2.526 -0.768 0.24
H -0.441 -0.285 1.758 0.22
H -2.678 -0.921 0.408 0.37
H -1.848 0.763 1.272 0.44
```

Properties
energy relative to the best compared isomer or geometry (same formula, charge and spin): 190.1 kcal/mol
frontier orbital gap: 8.5037 eV
HOMO level: -8.458 eV
spin multiplicity: 1

Record 5
This record from the OMol25 dataset describes one molecule with the formula C3H5NO2. The level of theory is the ωB97M-V functional and the def2-TZVPD basis.

```
11
Properties=species:S:1:pos:R:3:mulliken_charge:R:1
O 1.118 0.886 0.303 -0.35
O 0.130 -1.151 0.231 -0.37
N -1.542 -0.705 -1.345 -0.66
C -0.617 -0.343 -0.572 0.48
C -0.119 1.070 -0.361 -0.17
C 0.989 -0.317 1.001 -0.11
H 1.966 -0.794 1.090 0.19
H 0.051 1.591 -1.303 0.24
H -0.831 1.642 0.253 0.22
H -1.677 -1.715 -1.289 0.27
H 0.532 -0.164 1.991 0.26
```

Properties
energy relative to the best compared isomer or geometry (same formula, charge and spin): 30.8 kcal/mol
frontier orbital gap: 11.2322 eV
HOMO level: -10.350 eV
spin multiplicity: 1

Record 6
This record from the OMol25 dataset describes CH6N5 as an isolated structure at a distorted geometry. The level of theory is the ωB97M-V functional and the def2-TZVPD basis.

```
12
Properties=species:S:1:pos:R:3:mulliken_charge:R:1
N 0.114 -0.587 -2.722 -0.29
N -0.107 0.592 -2.535 -0.06
N 0.240 -1.147 2.432 -0.52
N -0.014 1.093 -0.065 -0.31
N -0.586 -0.038 2.075 -0.02
C -0.400 0.530 0.895 0.33
H -0.118 1.047 -1.283 0.46
H -1.227 0.123 2.840 0.28
H 1.102 -1.279 1.934 0.28
H 0.376 -0.792 -3.724 0.29
H 0.364 -0.962 3.390 0.26
H 0.255 1.419 -3.236 0.31
```

Properties
energy relative to the best compared isomer or geometry (same formula, charge and spin): 72.1 kcal/mol
total charge: +1
frontier orbital gap: 8.6921 eV
HOMO level: -13.413 eV
spin multiplicity: 1

Record 7
This record from the OMol25 dataset describes C51H67N2P3RuSi as an isolated structure. The level of theory is the ωB97M-V functional and the def2-TZVPD basis.

```
125
Properties=species:S:1:pos:R:3:mulliken_spin:R:1
Ru 0.847 -0.050 -1.359 2.55
P 1.455 1.341 0.667 0.17
P -0.087 1.510 -3.080 -0.09
P -0.027 -2.354 -1.195 0.01
Si -1.359 0.407 -0.548 -0.05
N 0.252 -0.664 2.734 0.04
N 2.555 -0.682 -2.459 -0.15
C -2.034 -2.481 -3.172 0.01
C -2.374 2.752 0.647 0.01
C 1.328 -3.500 -0.667 -0.03
C -0.191 3.333 -2.689 0.01
C 3.514 -1.055 -2.960 0.07
C 2.956 3.887 0.369 0.02
C 2.276 -2.823 0.338 0.10
C 0.847 -4.477 4.769 -0.06
C -0.100 -2.225 6.075 0.13
C -4.590 0.527 -3.159 0.00
C -3.833 0.433 -1.999 0.00
C -2.496 2.088 4.472 -0.10
C -1.156 4.217 2.097 0.00
C -1.507 -0.130 4.389 0.12
C 1.578 -0.177 3.140 0.08
C -1.238 1.960 0.469 0.05
C 3.971 1.744 -0.478 0.05
C -2.334 3.885 1.446 0.00
C 2.351 0.741 2.165 0.02
C -3.975 0.874 -4.353 0.00
C 0.409 -3.381 4.043 0.09
C -2.459 0.680 -2.023 0.00
C 2.988 1.864 2.990 0.02
C -1.407 4.027 -3.302 0.01
C -1.249 -4.666 -2.255 0.01
C -2.739 -3.419 1.716 0.02
C -1.292 -2.334 0.116 -0.01
C -3.515 0.292 5.694 -0.07
C -0.029 2.332 1.079 -0.05
C -1.525 1.219 4.001 0.07
C 2.290 1.630 -4.539 0.03
C -2.538 -0.574 5.239 0.15
C 0.339 -3.319 6.804 -0.05
C -1.699 -3.481 0.798 -0.02
C -3.375 -2.212 1.965 -0.02
C -0.499 -1.045 3.905 0.15
C 4.735 -1.533 -3.599 0.00
C -0.016 3.444 1.924 -0.01
C 0.809 1.216 -4.673 0.02
C -0.084 -2.229 4.669 0.02
C -2.614 1.149 -4.388 0.00
C -1.924 -1.108 0.377 -0.01
C -3.497 1.634 5.321 0.14
C 2.108 -4.043 -1.875 0.01
C -0.831 -3.240 -2.618 0.02
C -1.849 1.047 -3.226 0.05
C 0.244 1.824 -5.963 0.01
C -2.958 -1.060 1.310 0.02
C 2.654 2.478 -0.189 0.10
C 1.079 4.138 -3.007 0.00
C 0.814 -4.453 6.157 0.09
H -2.504 -3.083 -3.952 0.00
H -1.408 3.976 -4.392 0.00
H 3.686 2.474 2.423 0.00
H -0.754 1.583 3.331 0.08
H 1.120 4.383 -4.071 0.00
H 2.505 4.111 1.324 0.00
H 1.047 5.082 -2.461 0.00
H -1.118 5.082 2.749 0.00
H 1.511 -4.702 -2.500 0.00
H -2.102 -4.657 -1.574 0.00
H 2.122 2.607 -1.131 -0.05
H -2.782 -2.307 -2.395 0.00
H 2.963 -4.620 -1.521 0.00
H -3.302 2.483 0.151 0.00
H 2.236 -1.008 3.420 0.01
H -4.558 0.942 -5.264 0.00
H -2.351 3.624 -2.937 0.00
H -3.432 -0.112 1.554 0.01
H 1.855 -2.777 1.341 -0.02
H 2.697 1.495 -3.538 0.01
H -1.759 -1.522 -3.609 0.03
H 0.365 -1.479 2.142 0.06
H 4.558 2.313 -1.201 0.00
H 5.101 -2.417 -3.079 0.00
H 3.546 1.405 3.809 0.00
H 5.494 -0.752 -3.563 0.00
H 3.206 -3.391 0.414 0.00
H 1.417 0.400 4.051 -0.02
H 3.822 0.741 -0.876 0.00
H 0.841 -4.340 -0.173 0.00
H -1.207 -4.432 0.629 0.00
H 3.164 0.171 1.699 0.02
H -5.653 0.322 -3.134 0.00
H -2.469 3.132 4.181 0.00
H -2.171 1.457 -5.321 0.00
H -0.065 2.862 -5.833 0.00
H -4.256 2.314 5.687 0.01
H 2.417 2.675 -4.811 0.00
H 4.572 1.659 0.430 0.00
H -1.571 -5.168 -3.169 0.00
H -0.334 3.315 -1.605 0.01
H 2.622 4.653 -0.331 0.00
H -3.220 4.495 1.576 0.00
H 2.892 1.041 -5.235 0.00
H -0.589 1.256 -6.368 0.00
H 4.033 4.007 0.495 0.00
H -4.316 0.134 -1.073 0.00
H 0.763 0.126 -4.743 0.01
H -0.055 -3.271 -3.388 0.01
H -4.299 -0.078 6.344 0.00
H 2.009 3.635 -2.749 0.00
H 0.869 3.723 2.472 0.00
H 1.029 1.816 -6.722 0.00
H 2.481 -3.242 -2.513 0.00
H 0.326 -3.278 7.887 0.00
H -2.574 -1.617 5.528 0.00
H -3.040 -4.314 2.246 0.00
H -1.365 5.083 -3.024 0.00
H 0.397 -3.443 2.963 0.05
H 2.534 -1.806 0.042 0.00
H -0.436 -1.338 6.598 0.00
H -0.458 -5.270 -1.810 0.00
H 4.534 -1.787 -4.639 0.00
H -4.178 -2.162 2.689 0.00
H 2.230 2.506 3.442 0.00
H 1.151 -5.309 6.728 0.01
H 1.210 -5.357 4.252 0.00
```

Properties
energy relative to the best compared isomer or geometry (same formula, charge and spin): 0.0 kcal/mol
total charge: +2
frontier orbital gap (spin up / spin down): 6.3129 / 5.9613 eV
HOMO level (spin up / spin down): -10.631 / -12.829 eV
spin multiplicity: 5

Record 8
This record from the OMol25 dataset describes a 4-piece molecular cluster, CH9NO4 overall at a distorted geometry. The level of theory is the ωB97M-V functional and the def2-TZVPD basis.

```
15
Properties=species:S:1:pos:R:3:mulliken_charge:R:1
O 1.131 -0.790 -1.422 -0.66
O 3.688 -2.064 -0.653 -0.64
O -0.643 0.049 1.048 -0.57
O -4.806 4.156 -2.199 -0.65
N 0.611 -1.456 2.149 -0.43
C 0.052 -0.164 2.025 0.11
H -5.781 4.389 -1.961 0.33
H 1.498 -1.675 2.781 0.27
H 3.648 -3.041 -0.903 0.35
H 0.701 -0.278 -0.706 0.32
H 2.782 -1.901 -1.008 0.33
H -4.348 4.386 -1.370 0.32
H 0.269 0.632 2.769 0.35
H 1.048 -0.291 -2.249 0.29
H 0.630 -1.862 1.257 0.28
```

Properties
energy relative to the best compared isomer or geometry (same formula, charge and spin): 32.7 kcal/mol
frontier orbital gap: 11.2702 eV
HOMO level: -10.541 eV
spin multiplicity: 1